No. 1
An isolated ion of composition C8H10N3 and charge +1 in a non-equilibrium geometry, computed with ωB97M-V with the def2-TZVPD basis set.

```
! wB97M-V def2-TZVPD RIJCOSX def2/J DEFGRID3
* xyz 1 1
C -3.06843 -0.26707 0.16010
C -2.76635 1.10225 0.18008
C -2.10500 -1.20312 0.03837
C -1.46473 1.59669 0.28861
C -0.75861 -0.74169 -0.01920
C -0.59294 0.59427 0.20370
C 0.31360 -1.63670 -0.09504
C 2.44901 0.55376 -1.11402
N 1.52045 -1.33286 -0.15605
N 2.46102 0.29406 1.16107
N 1.86894 -0.01080 0.04847
H -4.19451 -0.47229 0.05070
H -3.61225 1.73296 0.14135
H -2.14068 -2.29241 -0.10954
H -1.17790 2.71360 0.40725
H 0.01915 -2.58888 -0.30234
H 1.67762 0.42984 -1.93444
H 2.70685 1.60186 -0.75709
H 3.31376 -0.03197 -1.32847
H 3.42112 0.17712 1.11066
H 2.12989 -0.21861 2.02582
*
```

Computed properties:
HOMO energy (alpha / beta) (Eh): -0.4802 / -0.4971
Frontier orbital gap (alpha / beta) (eV): 7.4 / 9.0

Table of Mulliken atomic charges, one value per atom, all in e: number 1, C, carries -0.71; number 2, C, carries -0.09; number 3, C, carries -0.59; number 4, C, carries -1.16; number 5, C, carries 1.23; number 6, C, carries 0.68; number 7, C, carries -0.46; number 8, C, carries -0.91; number 9, N, carries -0.76; number 10, N, carries -0.70; number 11, N, carries 0.95; number 12, H, carries 0.29; number 13, H, carries 0.43; number 14, H, carries 0.34; number 15, H, carries 0.34; number 16, H, carries 0.50; number 17, H, carries 0.35; number 18, H, carries 0.35; number 19, H, carries 0.36; number 20, H, carries 0.25; number 21, H, carries 0.30

---

No. 2
C40H34BCl5N11V as an isolated structure in a non-equilibrium geometry, computed with ωB97M-V with the def2-TZVPD basis set.

```
! wB97M-V def2-TZVPD RIJCOSX def2/J DEFGRID3
* xyz 1 4
V -0.29253 1.12969 -0.37347
C -0.39243 5.70788 0.02953
C -0.84693 4.54603 -0.59838
N -0.32134 3.46510 -0.03317
N 0.51330 3.90955 0.93455
C 0.47439 5.25525 0.99729
B 1.56799 2.92062 1.49819
N 0.80450 1.78570 2.23118
C 0.67803 1.47485 3.53603
C -0.16476 0.38279 3.64742
C -0.53480 0.08314 2.34394
N 0.03775 0.94584 1.50091
N 2.23086 2.34538 0.18695
C 3.46052 2.59887 -0.29433
C 3.47357 2.32137 -1.64759
C 2.18063 1.88811 -1.92961
N 1.45093 1.89344 -0.81664
N 2.63339 3.61882 2.31158
C 3.34468 4.72043 1.93214
C 4.27814 4.97942 2.89731
C 4.07772 3.96502 3.85197
N 3.10262 3.15484 3.49347
H -0.65130 6.72484 -0.20681
H -1.52252 4.46754 -1.43055
H 1.04550 5.80724 1.72325
H 1.22714 2.02170 4.27579
H -0.46862 -0.11395 4.55155
H -1.19627 -0.69356 1.99210
H 4.24921 2.95539 0.34557
H 4.29664 2.41781 -2.33336
H 1.75976 1.58012 -2.87361
H 3.14490 5.23136 1.00417
H 5.00085 5.77662 2.91683
H 4.60278 3.79742 4.77849
C 1.72181 -5.35481 -1.35965
C 0.48852 -5.42895 -0.50045
C 0.05717 -6.63855 0.02663
C -1.07174 -6.71528 0.82983
C -1.78483 -5.56597 1.12361
C -1.36833 -4.34308 0.62034
C -0.24166 -4.27426 -0.19257
N 0.27071 -3.04399 -0.67649
C -0.33031 -1.82249 -0.72515
N -1.65165 -1.92151 -1.00631
C -2.88246 -1.31044 -0.66321
C -3.14443 -0.01615 -0.16434
C -4.41451 0.16156 0.42787
C -5.40584 -0.79004 0.41347
C -5.19405 -1.96225 -0.28846
C -3.95117 -2.23043 -0.82000
C -3.76296 -3.51987 -1.58850
N 0.36888 -0.71424 -0.61769
C 1.79573 -0.93815 -0.52469
C 2.43064 -0.90453 0.71328
C 3.78851 -1.16229 0.81777
C 4.51822 -1.47769 -0.31653
C 3.88353 -1.54398 -1.54567
C 2.52394 -1.27990 -1.67796
C 1.86962 -1.41563 -3.02774
H 2.09552 -6.35386 -1.57135
H 2.52629 -4.80181 -0.86197
H 1.51272 -4.86223 -2.31134
H 0.62082 -7.53630 -0.19374
H -1.38624 -7.66916 1.23093
H -2.65595 -5.61162 1.76348
H -1.90466 -3.44013 0.88905
H 1.27939 -3.00575 -0.68978
H -1.84012 -2.88713 -1.23277
H -4.65533 1.11543 0.86684
H -6.35690 -0.58076 0.88363
H -5.99931 -2.67280 -0.42175
H -4.73956 -3.91175 -1.86342
H -3.26277 -4.29925 -1.00501
H -3.21050 -3.36086 -2.51755
H 1.84783 -0.70620 1.60384
H 4.26936 -1.12871 1.78653
H 5.57911 -1.67923 -0.24596
H 4.44793 -1.81228 -2.43108
H 2.57709 -1.17859 -3.82128
H 1.00818 -0.75953 -3.12424
H 1.52209 -2.43865 -3.18864
Cl -1.36435 0.67284 -2.83022
C -2.43419 1.65430 -1.90413
C -2.46921 1.34071 -0.48887
C -2.99022 2.46354 0.28649
Cl -2.78284 2.45789 1.99184
C -3.70251 3.49161 -0.28429
Cl -4.39283 4.71678 0.70057
C -3.86984 3.56180 -1.67942
Cl -4.89676 4.72481 -2.38863
C -3.10827 2.69582 -2.48394
Cl -3.02163 2.94936 -4.18395
*
```

Computed properties:
<S²>: 3.85
HOMO energy (alpha / beta) (Eh): -0.3421 / -0.4020
Frontier orbital gap (alpha / beta) (eV): 5.9 / 7.6

Table of Mulliken atomic charges, one value per atom, all in e: number 1, V, carries -0.53; number 2, C, carries -1.80; number 3, C, carries -0.59; number 4, N, carries 0.57; number 5, N, carries 0.16; number 6, C, carries -0.04; number 7, B, carries 0.04; number 8, N, carries 0.51; number 9, C, carries -0.20; number 10, C, carries -1.66; number 11, C, carries -0.40; number 12, N, carries 1.26; number 13, N, carries 0.47; number 14, C, carries 0.00; number 15, C, carries -1.82; number 16, C, carries -0.62; number 17, N, carries 0.82; number 18, N, carries 0.45; number 19, C, carries -0.47; number 20, C, carries -1.06; number 21, C, carries -0.33; number 22, N, carries -1.13; number 23, H, carries 0.48; number 24, H, carries 0.75; number 25, H, carries 0.74; number 26, H, carries 0.60; number 27, H, carries 0.56; number 28, H, carries 0.17; number 29, H, carries 0.63; number 30, H, carries 0.49; number 31, H, carries 0.57; number 32, H, carries 0.72; number 33, H, carries 0.44; number 34, H, carries 0.47; number 35, C, carries -1.32; number 36, C, carries 0.56; number 37, C, carries -0.71; number 38, C, carries -0.82; number 39, C, carries -0.90; number 40, C, carries -0.51; number 41, C, carries 0.65; number 42, N, carries 0.25; number 43, C, carries 0.03; number 44, N, carries -0.01; number 45, C, carries -0.19; number 46, C, carries 0.38; number 47, C, carries -0.82; number 48, C, carries -1.52; number 49, C, carries -0.61; number 50, C, carries 0.94; number 51, C, carries -1.67; number 52, N, carries 1.82; number 53, C, carries -1.87; number 54, C, carries -0.18; number 55, C, carries -1.06; number 56, C, carries -0.98; number 57, C, carries -0.91; number 58, C, carries 2.06; number 59, C, carries -1.28; number 60, H, carries 0.44; number 61, H, carries 0.28; number 62, H, carries 0.24; number 63, H, carries 0.42; number 64, H, carries 0.41; number 65, H, carries 0.47; number 66, H, carries 0.60; number 67, H, carries 0.06; number 68, H, carries 0.16; number 69, H, carries 0.73; number 70, H, carries 0.46; number 71, H, carries 0.46; number 72, H, carries 0.53; number 73, H, carries 0.25; number 74, H, carries 0.35; number 75, H, carries 0.43; number 76, H, carries 0.50; number 77, H, carries 0.46; number 78, H, carries 0.52; number 79, H, carries 0.56; number 80, H, carries 0.01; number 81, H, carries 0.15; number 82, Cl, carries -0.18; number 83, C, carries 0.96; number 84, C, carries 0.82; number 85, C, carries -0.91; number 86, Cl, carries -0.06; number 87, C, carries 0.63; number 88, Cl, carries -0.14; number 89, C, carries -0.01; number 90, Cl, carries -0.14; number 91, C, carries 0.16; number 92, Cl, carries -0.16